Density functional theory data (wB97M-V/def2-TZVPD) for C15H31ClCoO4P2 as an isolated structure.

```
54
Properties=species:S:1:pos:R:3:forces:R:3
P 0.2143 -1.6355 1.0248 0.18 1.28 0.57
P -0.1155 1.6999 1.3979 0.63 -0.86 0.38
C -0.0051 -0.5209 -0.4170 0.50 -1.01 -0.75
C 0.2973 0.9681 -0.2259 -0.14 1.07 -0.21
H -1.0153 -0.6795 -0.8172 0.28 0.08 0.09
H 0.6983 -0.9460 -1.1361 -0.42 0.56 -0.25
H 1.3501 1.1918 -0.4495 -0.22 -0.10 0.17
H -0.2952 1.5674 -0.9149 0.34 -0.43 -0.13
C -1.7706 2.4270 1.3377 -0.04 0.46 -0.45
H -1.8561 3.0798 2.2167 -0.14 -0.14 -0.25
H -2.5085 1.6179 1.4268 0.16 0.32 -0.09
H -1.9285 2.9981 0.4156 -0.24 0.07 0.19
C 1.0615 3.0043 1.7682 0.08 0.57 -0.29
H 1.1053 3.7480 0.9599 0.13 0.02 0.31
H 2.0507 2.5566 1.9307 -0.30 0.14 -0.06
H 0.7252 3.4679 2.7059 0.21 -0.01 -0.27
C -0.9379 -3.0140 1.0351 0.07 -0.68 -0.82
H -0.6842 -3.6425 1.9038 -0.10 0.17 -0.37
H -0.8385 -3.5786 0.0977 -0.34 -0.29 0.31
H -1.9674 -2.6474 1.1642 0.42 -0.09 -0.12
C 1.9063 -2.2551 1.0861 0.21 -0.59 -0.59
H 2.6187 -1.4290 1.2303 -0.37 -0.24 -0.08
H 2.1424 -2.8034 0.1618 0.28 -0.03 0.30
H 1.9695 -2.9241 1.9584 0.07 0.18 -0.34
Co -0.3059 -0.1538 2.3563 -1.18 -0.02 2.96
C 0.4990 1.5909 -3.1607 -0.76 0.71 -0.09
C -0.8404 1.6805 -3.0464 1.02 0.65 -0.70
C -1.8168 0.9788 -3.9356 -0.39 -0.23 -0.22
C -1.4180 -0.4580 -4.3643 -0.20 0.40 -0.14
C -0.6987 -1.2662 -3.3269 0.67 -0.74 -0.28
C 0.6384 -1.3977 -3.2618 -0.94 -0.68 -0.71
C 1.6320 -0.5667 -4.0183 0.24 0.18 -0.20
C 1.2161 0.9067 -4.2816 0.26 -0.30 -0.25
C -0.0871 -1.5831 4.9286 -0.03 -1.86 0.78
H 1.1622 2.1331 -2.4774 -0.47 -0.10 -0.14
H -1.3067 2.4114 -2.3735 0.38 -0.45 0.10
H -1.9919 1.5558 -4.8592 -0.04 -0.01 0.28
H -2.7822 0.9465 -3.4072 0.21 -0.03 -0.19
H -2.3497 -0.9830 -4.6258 0.33 0.08 -0.03
H -0.8078 -0.4098 -5.2770 -0.28 -0.11 0.27
H -1.3504 -1.8505 -2.6653 0.42 -0.02 -0.25
H 1.0839 -2.2339 -2.7046 -0.32 0.53 0.19
H 1.8696 -1.0123 -4.9993 -0.01 -0.04 0.29
H 2.5743 -0.5820 -3.4460 -0.24 0.06 -0.18
H 2.1455 1.4664 -4.4699 -0.31 -0.11 -0.09
H 0.6118 0.9650 -5.1975 0.27 0.03 0.26
H 0.8201 -0.6626 5.8319 0.28 -0.46 0.45
H 0.6400 -2.3964 4.7748 -0.34 -0.03 -0.03
H -0.8562 -1.6367 5.6980 0.10 -0.53 -0.13
O -0.3747 1.4842 6.5203 0.00 -0.42 0.30
Cl -0.0504 0.4332 7.4678 0.53 -0.76 -0.31
O 1.2240 -0.4234 6.7489 -0.72 1.45 1.02
O -1.1158 -0.5555 7.6231 0.50 0.80 -0.02
O -0.1809 -0.6313 4.0879 -0.25 1.57 -0.18
```
Positions in Å, forces in eV/Å.

Summary:
net charge = 0
frontier orbital gap (alpha / beta) = 0.2076 / 0.2800 Ha
F_max = 3.2 eV/Å
spin multiplicity = 4
energy above the lowest of the compared OMol25 structures with the same formula, charge and spin = 15.1 kcal per mole
E_LUMO (alpha / beta) = 0.39 / 0.36 eV

Here are the Mulliken charges for atoms 1 to 5, given in e:
1 P 0.93
2 P 1.10
3 C 0.28
4 C -0.46
5 H 0.29

=====

Density functional theory data (wB97M-V/def2-TZVPD) for C15H31ClEuO4P2 as an isolated structure.

```
54
Properties=species:S:1:pos:R:3:forces:R:3
P 0.8577 2.5126 -0.0257 0.17 -0.94 -0.08
P -0.5752 -0.3042 -2.5517 0.98 -0.32 -0.64
C 0.9321 2.1404 -1.7959 0.41 0.55 -0.57
C -0.3447 1.5163 -2.4070 -0.32 0.46 -0.34
H 1.8829 1.6407 -2.0681 -0.67 -0.01 0.33
H 1.0437 3.1493 -2.2175 -0.10 -0.13 -0.31
H -1.2569 1.8985 -1.9008 0.54 -0.17 -0.31
H -0.3809 1.8792 -3.4490 -0.22 -0.11 0.27
C 0.4907 -0.8404 -3.9232 -0.10 0.25 -0.44
H 0.4614 -1.9351 -4.0309 -0.03 0.37 0.29
H 1.5389 -0.5576 -3.7345 -0.45 -0.16 0.20
H 0.1715 -0.3793 -4.8703 -0.03 -0.02 0.23
C -2.3107 -0.5552 -3.0075 -0.44 0.37 -0.51
H -2.4233 -0.5264 -4.1026 -0.09 0.00 0.34
H -2.9409 0.2350 -2.5716 0.18 -0.24 -0.12
H -2.6686 -1.5267 -2.6386 0.28 0.28 -0.10
C 2.4585 3.1671 0.4505 0.19 0.87 -0.36
H 2.5735 3.1417 1.5401 -0.14 -0.06 -0.27
H 2.5603 4.2007 0.0897 0.00 -0.11 0.09
H 3.2554 2.5611 0.0032 -0.35 -0.02 0.22
C -0.4418 3.7409 0.1949 0.03 1.16 -0.51
H -1.3589 3.4647 -0.3436 0.32 -0.03 0.17
H -0.0905 4.7010 -0.2159 -0.33 -0.08 0.24
H -0.6849 3.8723 1.2564 0.17 -0.14 -0.20
Eu -2.7275 -1.5615 2.7051 0.05 0.56 -0.13
C -0.1670 -1.4687 -1.2078 0.50 -1.64 2.72
C 1.2124 -1.8864 -1.0627 -1.00 -1.25 -2.04
C 2.2165 -0.9925 -0.5573 0.48 -0.13 0.46
C 2.2056 -0.9204 1.0013 0.69 -0.10 -0.77
C 1.8370 0.4073 1.4355 0.07 1.65 1.10
C 0.6085 1.1170 1.1039 -0.60 -1.52 1.64
C -0.7942 0.3963 0.7500 0.05 1.07 0.94
C -0.9511 -0.9931 0.1171 -0.37 -0.46 -0.11
C -1.1731 -0.6333 4.3212 0.11 0.18 0.17
H -0.6648 -2.4264 -1.4964 -0.24 0.79 -0.08
H 1.4212 -2.9609 -1.0368 -0.35 0.33 -0.25
H 1.9994 0.0169 -0.9849 0.52 -0.37 0.49
H 3.2066 -1.3213 -0.9114 0.01 0.33 0.05
H 1.5040 -1.6619 1.4280 0.44 -0.33 -0.48
H 3.2288 -1.1467 1.3471 -0.44 -0.04 0.18
H 2.5317 0.9468 2.0845 -0.49 -0.15 0.11
H 0.4158 1.7089 2.0403 -0.42 0.13 -0.64
H -1.4248 1.1236 0.1786 0.44 -0.34 0.19
H -1.2992 0.3731 1.7558 0.44 -0.05 -0.67
H -0.7731 -1.7863 0.8764 0.34 0.34 -0.60
H -2.0282 -1.0811 -0.1549 -0.02 0.09 0.20
H -1.8441 -0.1331 5.0410 0.27 0.19 0.16
H -0.3997 0.0765 3.9823 -0.18 -0.08 0.23
H -0.6659 -1.4611 4.8532 -0.23 0.49 -0.19
O -1.7549 -5.6409 2.9686 -0.41 0.76 0.09
Cl -2.0292 -4.2448 2.9641 0.93 0.06 -0.49
O -3.3291 -3.9047 3.6017 0.87 -0.32 -0.28
O -0.9805 -3.4384 3.6067 -1.32 -1.14 -0.54
O -2.1303 -3.6996 1.5694 -0.11 -0.83 0.95
```
Positions in Å, forces in eV/Å.

Summary:
net charge = 0
frontier orbital gap (alpha / beta) = 0.1228 / 0.1237 Ha
F_max = 3.2 eV/Å
spin multiplicity = 8
E_LUMO (alpha / beta) = -0.71 / -0.69 eV

Here are the Mulliken charges for atoms 1 to 5, given in e:
1 P 1.12
2 P 1.22
3 C -1.03
4 C -1.20
5 H 0.51

=====

Density functional theory data (wB97M-V/def2-TZVPD) for C15H31F5OP2TeV as an isolated structure.

```
56
Properties=species:S:1:pos:R:3:forces:R:3
P 0.3026 -4.1741 -4.5860 0.49 -1.65 -0.89
P -2.4745 -4.6079 -3.2908 -1.11 -1.15 -1.20
C -0.6123 -5.7434 -5.0558 0.05 0.22 -0.01
C -2.1099 -5.5603 -4.8791 0.15 0.10 0.20
H -0.2033 -6.5716 -4.4483 -0.34 0.30 -0.17
H -0.3823 -5.9443 -6.1146 0.11 -0.20 0.40
H -2.5768 -5.0206 -5.7247 0.37 -0.18 0.31
H -2.5945 -6.5476 -4.7970 -0.08 0.44 -0.17
C -2.6134 -6.1713 -2.3172 -0.10 0.20 0.44
H -3.0874 -5.9587 -1.3510 0.24 -0.20 -0.06
H -1.6138 -6.5966 -2.1674 -0.22 0.04 0.14
H -3.2342 -6.8861 -2.8741 0.16 0.13 0.25
C -4.2509 -4.4751 -3.7841 -0.25 0.18 0.49
H -4.6366 -5.4780 -4.0288 0.00 0.40 0.05
H -4.3239 -3.8282 -4.6712 -0.09 -0.12 0.36
H -4.8268 -4.0464 -2.9526 -0.09 -0.07 -0.36
C 1.9238 -5.0315 -4.7181 0.33 0.34 -0.10
H 2.7325 -4.2942 -4.6282 0.00 -0.37 0.00
H 1.9727 -5.5302 -5.6982 0.21 0.05 0.33
H 1.9901 -5.7791 -3.9145 0.15 0.27 -0.22
C 0.2185 -3.5199 -6.3042 0.25 0.40 0.03
H -0.8084 -3.2092 -6.5293 0.25 0.09 -0.04
H 0.5166 -4.3233 -6.9900 -0.06 0.30 0.03
H 0.9107 -2.6761 -6.4134 -0.29 -0.03 -0.13
V -0.0725 -0.1745 -0.3192 0.78 2.82 1.94
C -2.0350 -1.1479 -0.9491 -0.10 -0.89 1.26
C -1.3838 -2.0309 -0.0943 -1.36 0.52 -0.61
C -0.4955 -3.1681 -0.4801 0.69 -1.20 -0.14
C 1.0200 -2.8379 -0.4979 -0.26 -0.91 0.65
C 1.4055 -1.5755 -1.1911 0.01 0.39 -1.76
C 0.7647 -0.9092 -2.2407 1.47 -0.97 0.97
C -0.4379 -1.3179 -2.9993 -1.28 -0.66 -1.06
C -1.7905 -0.8630 -2.3963 -0.09 0.19 -0.91
C 1.6485 1.0635 -0.2507 -0.62 -0.24 -0.08
H -2.9069 -0.6289 -0.5276 0.58 0.09 -0.04
H -1.7233 -2.0492 0.9553 0.02 0.17 -0.58
H -0.8091 -3.6361 -1.4313 0.16 0.47 0.34
H -0.6424 -3.9577 0.2897 0.12 0.39 -0.47
H 1.3463 -2.7768 0.5641 -0.03 0.11 -0.55
H 1.5870 -3.7009 -0.9110 -0.25 0.42 0.07
H 2.4028 -1.2047 -0.9389 -0.40 -0.07 0.02
H 1.3109 -0.0623 -2.6512 -0.07 -0.10 0.16
H -0.4617 -2.4048 -3.2109 0.01 0.75 0.47
H -0.3733 -0.8443 -4.0031 -0.05 -0.24 0.51
H -1.8727 0.2298 -2.5720 -0.07 -0.33 0.31
H -2.6291 -1.2824 -2.9852 0.34 0.02 0.10
H 1.2923 2.1012 -0.1740 0.36 -0.21 -0.01
H 2.3722 0.9258 -1.0638 0.03 0.28 0.38
H 2.0573 0.7306 0.7212 0.16 0.28 -0.28
F 0.3203 3.1856 1.9213 -0.72 -0.72 0.99
Te -0.6955 1.7739 2.7014 0.32 -0.22 -1.46
F -0.4581 2.6171 4.4181 -0.37 -1.00 -1.86
F 0.9403 0.8161 2.9843 -1.17 0.72 0.27
F -1.6773 0.3628 3.5061 0.64 1.01 0.10
F -2.2943 2.7479 2.4177 0.97 -0.29 0.79
O -0.9510 1.0035 1.0396 0.10 -0.04 0.80
```
Positions in Å, forces in eV/Å.

Summary:
net charge = 0
frontier orbital gap (alpha / beta) = 0.2579 / 0.2633 Ha
F_max = 3.5 eV/Å
spin multiplicity = 4
energy above the lowest of the compared OMol25 structures with the same formula, charge and spin = 0.0 kcal per mole
E_LUMO (alpha / beta) = -1.08 / -1.07 eV

Here are the Mulliken charges for atoms 1 to 5, given in e:
1 P 1.20
2 P 0.94
3 C -1.33
4 C -1.28
5 H 0.47

=====

Density functional theory data (wB97M-V/def2-TZVPD) for C15H31FO6Si2 as an isolated structure.

```
55
Properties=species:S:1:pos:R:3:forces:R:3
C 3.6536 -1.9088 2.7052 0.18 0.20 0.09
O 2.9823 -3.0416 2.2289 -0.06 -0.08 0.05
C 2.4505 -2.8703 0.9311 -0.27 -0.47 0.04
C 0.9654 -3.1970 0.9031 0.14 0.76 -0.42
C 0.3079 -2.5455 -0.3316 -0.01 -0.31 0.70
C -0.0612 -1.0821 -0.0313 0.14 -0.22 -0.39
Si -0.0229 0.0719 -1.5083 0.13 -0.20 -0.59
C 1.5071 -0.3669 -2.5331 -0.40 0.42 -0.08
O 2.1031 0.8421 -3.0696 0.52 -0.15 0.62
C 3.4783 0.7949 -3.0645 0.63 -1.03 -1.08
C 4.0655 1.9611 -2.3221 -0.06 -0.53 -0.30
O 4.1128 -0.0963 -3.6021 -1.04 1.18 1.03
O -1.3388 -0.0728 -2.5210 -0.04 0.28 1.02
Si -2.8735 0.2733 -1.9588 -0.13 -0.04 -0.73
C -2.9182 1.8453 -0.9346 0.11 -0.35 0.40
C -2.6497 1.6899 0.5725 -0.35 0.27 -0.05
C -2.0899 2.9709 1.1333 0.00 0.26 0.34
O -1.6872 2.7774 2.5104 0.35 -0.10 -0.41
C -0.3929 3.1675 2.7277 0.58 1.14 0.28
C 0.5688 2.0175 2.8737 -0.62 -0.16 0.19
O -0.0545 4.3289 2.7782 -0.51 -1.15 -0.18
C -3.5673 -1.2680 -1.0753 -0.25 0.16 -0.20
C -4.5926 -1.0037 0.0120 0.72 0.08 0.15
F -4.2088 -2.0062 -2.0976 -0.02 -0.06 -0.21
H 3.9318 -2.0772 3.7380 0.02 -0.16 0.18
H 3.0232 -1.0166 2.6747 -0.15 0.11 -0.05
H 4.5645 -1.7008 2.1405 0.11 0.00 -0.14
H 2.9587 -3.5463 0.2443 0.27 0.04 -0.16
H 2.6043 -1.8487 0.5837 0.10 0.21 -0.03
H 0.8083 -4.2680 0.9079 -0.03 -0.21 0.18
H 0.5221 -2.7373 1.7821 -0.20 -0.25 0.30
H 0.9834 -2.6431 -1.1776 0.02 -0.04 -0.26
H -0.5863 -3.1209 -0.5461 -0.20 0.04 -0.37
H 0.6800 -0.6841 0.6659 0.11 0.20 0.10
H -1.0023 -1.0851 0.5125 -0.16 0.18 0.10
H 0.0963 1.4737 -1.0434 -0.02 0.03 0.06
H 1.2261 -1.0303 -3.3452 0.09 -0.25 -0.12
H 2.2252 -0.8699 -1.8895 0.20 -0.18 -0.04
H 5.1431 1.9081 -2.3681 0.20 0.16 -0.12
H 3.7520 1.8786 -1.2856 -0.14 0.16 0.15
H 3.6706 2.8733 -2.7513 0.01 0.28 0.07
H -3.7291 0.4794 -3.1431 0.01 -0.02 0.00
H -3.8903 2.3092 -1.0824 -0.19 0.06 -0.08
H -2.1951 2.5499 -1.3434 0.13 0.01 -0.28
H -3.5833 1.4999 1.0936 -0.13 -0.24 0.08
H -1.9924 0.8591 0.8133 0.27 -0.05 -0.02
H -2.8309 3.7642 1.1135 -0.17 0.11 -0.06
H -1.2432 3.3201 0.5457 0.21 -0.02 -0.04
H 0.0213 1.1301 3.1718 0.00 -0.15 0.13
H 1.3389 2.2486 3.5940 0.27 0.11 0.01
H 1.0011 1.8074 1.8992 0.18 0.10 -0.17
H -2.7717 -1.9208 -0.7275 0.14 -0.09 0.21
H -4.0799 -0.9560 0.9702 0.00 0.02 0.19
H -5.2925 -1.8279 0.0473 -0.27 -0.07 -0.01
H -5.0918 -0.0504 -0.1208 -0.40 0.02 -0.10
```
Positions in Å, forces in eV/Å.

Summary:
net charge = 0
frontier orbital gap = 0.3810 Ha
F_max = 1.9 eV/Å
E_LUMO = 0.35 eV

Here are the Mulliken charges for atoms 1 to 5, given in e:
1 C -0.57
2 O -0.39
3 C -0.36
4 C -0.77
5 C -0.77